Below is 9 unconnected molecules or ions with the total composition C18H54O9, with properties calculated with wB97M-V/def2-TZVPD.

The LUMO energy is 0.347 eV. The value obtained for the HOMO-LUMO gap is 0.3501 Ha. The value obtained for the relative energy (zero: lowest compared OMol25 entry of this formula, charge and spin) is 81.9 kcal/mol. The calculation puts the HOMO energy at -9.2 eV.

The geometry in ORCA input format:
```
! wB97M-V def2-TZVPD RIJCOSX def2/J DEFGRID3
* xyz 0 1
C 4.09380 1.95288 -0.94487
C 4.64476 0.73232 -1.69844
O 4.07453 -0.43132 -1.13477
H 4.17100 1.73853 0.12106
H 3.02850 2.04065 -1.15823
H 4.50535 2.92431 -1.21880
H 5.73023 0.75613 -1.60211
H 4.28940 0.73930 -2.72886
H 4.64795 -0.55339 -0.37459
C 2.63540 -2.84314 1.37680
C 1.23626 -3.46757 1.57122
O 1.20926 -4.38329 2.70154
H 3.40410 -3.58747 1.16903
H 2.92145 -2.35167 2.30672
H 2.65945 -2.08216 0.59677
H 0.87214 -3.93852 0.65814
H 0.50895 -2.67830 1.76143
H 1.25391 -3.85946 3.50479
C 1.51896 -3.07505 -3.88212
C 0.91857 -3.73338 -2.59999
O -0.09468 -2.98125 -1.98788
H 0.84131 -2.97204 -4.72962
H 2.34090 -3.67207 -4.27719
H 1.98166 -2.13935 -3.56830
H 1.66589 -4.00337 -1.85385
H 0.50332 -4.71400 -2.83248
H 0.23500 -2.09475 -1.82347
C 1.76849 4.96961 -2.62717
C 1.01935 4.24747 -1.49038
O 1.63776 4.74037 -0.34124
H 1.45593 6.00924 -2.52938
H 1.49418 4.70126 -3.64739
H 2.84786 4.81894 -2.60795
H 1.15965 3.16855 -1.55619
H -0.04796 4.45280 -1.57278
H 1.23090 4.28919 0.40207
C -3.64681 1.68604 -0.97214
C -2.97652 2.88004 -1.58591
O -3.33544 4.06731 -0.90234
H -3.61557 0.80724 -1.61621
H -4.72996 1.77989 -0.89426
H -3.29476 1.51713 0.04551
H -3.31780 2.98990 -2.61525
H -1.89246 2.82280 -1.68408
H -3.07598 4.80380 -1.46078
C -2.81419 0.62875 4.21193
C -3.94368 0.23290 3.24660
O -4.82079 -0.59551 4.02137
H -2.19087 1.34202 3.67264
H -2.17045 -0.19136 4.52989
H -3.24323 1.17097 5.05456
H -3.54210 -0.22355 2.34189
H -4.49952 1.11210 2.92081
H -5.35161 -0.02924 4.58632
C 2.10640 2.28359 2.53482
C 0.58531 2.48221 2.74301
O 0.05640 2.92074 1.51488
H 2.31347 1.56554 1.74133
H 2.58269 1.85174 3.41503
H 2.64580 3.17860 2.22480
H 0.49017 3.18656 3.56942
H 0.18761 1.50955 3.03264
H -0.84438 3.22095 1.65659
C -0.78140 -0.41814 0.00058
C 0.55302 0.13206 -0.42726
O 1.06457 -0.58316 -1.50293
H -0.63380 -1.43580 0.36209
H -1.44397 -0.33452 -0.86086
H -1.26380 0.16311 0.78643
H 1.31649 0.14028 0.35066
H 0.47669 1.15290 -0.80162
H 1.97855 -0.30564 -1.59903
C -3.85245 -4.92866 0.07059
C -2.48318 -4.28646 -0.31019
O -2.60896 -3.85183 -1.65597
H -4.66744 -4.25366 -0.19071
H -3.93798 -5.07765 1.14696
H -4.10746 -5.90271 -0.34691
H -1.67931 -4.99752 -0.11970
H -2.23738 -3.37693 0.23796
H -1.71743 -3.55642 -1.85471
*
```